# 1
ORCA calculation (the ωB97M-V functional and the def2-TZVPD basis) on C43H35N4O2P2RuSTe as an isolated structure in a non-equilibrium geometry.

CARTESIAN COORDINATES (ANGSTROEM)
Ru1 -0.176 -1.221 0.324
C1 -5.132 -5.682 -4.210
C2 -4.383 -5.393 -2.945
C3 -3.045 -5.008 -2.983
C4 -2.370 -4.686 -1.817
C5 -3.035 -4.765 -0.609
C6 -4.352 -5.174 -0.546
C7 -5.026 -5.481 -1.715
S1 -2.150 -4.333 0.890
O1 -0.878 -4.987 0.890
O2 -3.012 -4.550 2.025
N1 -1.867 -2.723 0.668
C8 -2.881 -1.853 0.536
C9 -4.223 -2.071 0.898
C10 -5.140 -1.071 0.685
C11 -4.726 0.141 0.137
C12 -3.388 0.293 -0.167
N2 -2.491 -0.668 0.008
H1 -4.476 -6.099 -4.970
H2 -5.557 -4.757 -4.600
H3 -5.952 -6.375 -4.034
H4 -2.533 -4.962 -3.933
H5 -1.330 -4.393 -1.818
H6 -4.827 -5.269 0.417
H7 -6.060 -5.791 -1.675
H8 -4.480 -2.997 1.380
H9 -6.174 -1.226 0.954
H10 -5.425 0.937 -0.049
H11 -3.004 1.224 -0.573
Te1 -0.823 3.033 0.645
C13 0.532 4.706 0.596
C14 1.573 4.751 -0.322
C15 2.456 5.818 -0.272
N3 2.359 6.807 0.601
C16 1.354 6.773 1.456
C17 0.410 5.757 1.497
C18 0.802 1.631 0.407
P1 0.615 0.490 1.804
C19 2.161 -0.413 2.221
C20 3.442 0.120 2.180
C21 4.501 -0.605 2.697
C22 4.290 -1.861 3.245
C23 3.015 -2.404 3.273
C24 1.950 -1.680 2.772
C25 0.650 1.640 3.225
C26 1.521 2.724 3.212
C27 1.531 3.602 4.278
C28 0.673 3.402 5.350
C29 -0.176 2.308 5.372
C30 -0.181 1.418 4.312
P2 0.594 0.663 -1.112
C31 2.277 0.031 -1.420
C32 2.414 -1.137 -2.163
C33 3.673 -1.639 -2.434
C34 4.797 -0.953 -2.002
C35 4.665 0.244 -1.315
C36 3.407 0.732 -1.012
C37 0.476 1.907 -2.461
C38 1.571 2.245 -3.254
C39 1.412 3.104 -4.326
C40 0.168 3.631 -4.626
C41 -0.928 3.291 -3.850
C42 -0.780 2.418 -2.789
H12 1.685 3.975 -1.067
H13 3.281 5.884 -0.969
H14 1.302 7.599 2.155
H15 -0.399 5.782 2.215
H16 3.609 1.100 1.756
H17 5.495 -0.185 2.671
H18 5.120 -2.417 3.654
H19 2.851 -3.392 3.677
H20 0.940 -2.091 2.813
H21 2.173 2.879 2.363
H22 2.204 4.447 4.268
H23 0.666 4.105 6.169
H24 -0.843 2.158 6.208
H25 -0.836 0.556 4.312
H26 1.524 -1.640 -2.531
H27 3.774 -2.564 -2.982
H28 5.779 -1.342 -2.221
H29 5.540 0.804 -1.018
H30 3.288 1.675 -0.491
H31 2.548 1.842 -3.036
H32 2.269 3.356 -4.932
H33 0.050 4.286 -5.476
H34 -1.900 3.695 -4.084
H35 -1.648 2.104 -2.223
N4 2.053 -3.488 -0.118
C43 1.174 -2.746 -0.072

## Properties
LUMO (alpha / beta) ... -0.16 / -1.92 eV
Spin multiplicity ... 6
E_HOMO (alpha / beta) ... -7.65 / -8.20 eV

Atomic partial charges in e from the Mulliken method, atoms 1 to 2: -0.7165 -1.4869

---

# 2
ORCA calculation (the ωB97M-V functional and the def2-TZVPD basis) on C37H35Li3N7O5 as an isolated structure in a non-equilibrium geometry.

CARTESIAN COORDINATES (ANGSTROEM)
Li1 8.307 -12.553 12.263
Li2 10.387 -8.953 13.017
Li3 6.344 -9.256 13.737
C1 8.391 -10.349 13.244
O1 9.414 -10.784 12.791
O2 8.331 -9.204 13.711
O3 7.423 -11.077 13.298
C2 8.565 -11.264 17.023
C3 9.221 -12.174 16.264
C4 10.114 -13.111 16.872
C5 10.407 -13.060 18.212
C6 9.793 -12.056 18.967
C7 8.857 -11.215 18.416
N1 11.338 -13.972 18.844
O4 11.277 -14.115 20.053
O5 12.157 -14.520 18.150
H1 7.778 -10.621 16.656
H2 9.140 -12.277 15.191
H3 10.541 -13.949 16.342
H4 9.882 -11.965 20.040
H5 8.311 -10.528 19.045
N2 8.512 -12.197 10.150
C8 9.484 -12.625 9.279
C9 9.584 -12.199 7.931
C10 8.817 -11.012 7.571
C11 7.927 -10.509 8.491
C12 7.783 -11.133 9.729
H6 9.926 -13.585 9.502
H7 10.270 -12.602 7.201
H8 8.928 -10.527 6.612
H9 7.360 -9.607 8.318
H10 7.017 -10.743 10.383
N3 5.666 -9.474 15.637
C13 5.290 -10.749 15.938
C14 4.998 -11.129 17.276
C15 4.960 -10.162 18.267
C16 5.309 -8.840 17.982
C17 5.605 -8.553 16.648
H11 5.507 -11.455 15.150
H12 4.703 -12.119 17.591
H13 4.660 -10.468 19.259
H14 5.238 -8.110 18.775
H15 5.817 -7.514 16.445
N4 6.854 -13.995 11.851
C18 5.749 -13.949 12.622
C19 4.654 -14.810 12.433
C20 4.804 -15.914 11.666
C21 5.887 -15.932 10.838
C22 6.861 -14.970 10.893
H16 5.682 -13.201 13.399
H17 3.778 -14.790 13.064
H18 4.072 -16.705 11.601
H19 5.921 -16.698 10.077
H20 7.731 -15.094 10.264
N5 9.326 -13.982 13.289
C23 10.655 -13.880 13.207
C24 11.583 -14.640 13.864
C25 11.179 -15.702 14.707
C26 9.794 -15.884 14.784
C27 8.908 -15.021 14.172
H21 10.901 -13.023 12.598
H22 12.601 -14.287 13.800
H23 11.823 -16.325 15.311
H24 9.435 -16.684 15.414
H25 7.834 -15.122 14.222
N6 11.378 -8.678 11.154
C28 11.099 -9.482 10.114
C29 11.690 -9.345 8.839
C30 12.701 -8.394 8.685
C31 13.060 -7.620 9.752
C32 12.435 -7.825 10.963
H26 10.260 -10.120 10.350
H27 11.388 -9.995 8.032
H28 13.157 -8.293 7.711
H29 13.925 -6.973 9.723
H30 12.758 -7.217 11.796
N7 11.951 -9.972 13.901
C33 13.181 -10.470 13.555
C34 14.031 -11.152 14.435
C35 13.565 -11.255 15.702
C36 12.371 -10.734 16.140
C37 11.544 -10.146 15.220
H31 13.662 -10.390 12.592
H32 14.945 -11.528 13.999
H33 14.062 -11.871 16.437
H34 12.019 -10.880 17.151
H35 10.560 -9.830 15.533

## Properties
LUMO (alpha / beta) ... -6.31 / -10.58 eV
Charge ... +2
Spin multiplicity ... 2
E_HOMO (alpha / beta) ... -13.13 / -13.13 eV

Atomic partial charges in e from the Mulliken method, atoms 1 to 2: 0.9988 0.9106

---

# 3
ORCA calculation (the ωB97M-V functional and the def2-TZVPD basis) on an isolated ion of composition C4H12N2S and charge +1 in a non-equilibrium geometry.

CARTESIAN COORDINATES (ANGSTROEM)
C1 -0.716 -0.751 1.396
N1 0.044 -0.021 0.461
C2 -0.201 -0.165 -0.974
C3 0.460 0.986 -1.703
S1 -0.163 2.596 -1.163
C4 -0.342 -2.342 1.405
N2 0.952 -2.705 1.822
H1 -1.771 -0.657 1.124
H2 -0.496 -0.336 2.379
H3 -1.066 2.135 -0.288
H4 0.328 -1.092 -1.252
H5 -1.277 -0.188 -1.147
H6 0.336 0.846 -2.780
H7 1.540 0.944 -1.532
H8 -1.109 -2.765 2.053
H9 -0.477 -2.621 0.362
H10 1.681 -2.287 1.253
H11 1.044 -0.065 0.659
H12 1.160 -2.427 2.777

## Properties
LUMO (alpha / beta) ... -3.15 / -7.73 eV
Charge ... +1
Spin multiplicity ... 2
E_HOMO (alpha / beta) ... -13.12 / -12.86 eV

Atomic partial charges in e from the Mulliken method, atoms 1 to 2: -0.5399 0.0222

---

# 4
ORCA calculation (the ωB97M-V functional and the def2-TZVPD basis) on a 2-piece molecular cluster, C5H11O5 overall in a non-equilibrium geometry.

CARTESIAN COORDINATES (ANGSTROEM)
C1 -0.188 2.392 -0.880
C2 1.318 2.520 -0.679
C3 1.791 2.045 0.691
O1 0.687 1.304 1.171
C4 -0.995 -1.713 0.638
C5 -1.551 -1.818 -0.697
O2 -1.536 -3.273 -1.009
O3 0.236 -2.249 0.766
O4 0.597 -3.157 1.830
O5 2.156 2.602 -1.559
H1 -0.665 1.886 -0.032
H2 -0.795 3.275 -1.018
H3 -0.330 1.763 -1.771
H4 2.648 1.373 0.535
H5 2.129 2.884 1.311
H6 0.766 0.984 2.099
H7 -1.023 -0.700 1.078
H8 -2.541 -1.357 -0.827
H9 -0.775 -1.363 -1.351
H10 -2.053 -3.442 -1.813
H11 0.127 -3.954 1.518

## Properties
LUMO (alpha / beta) ... 0.61 / -0.49 eV
Spin multiplicity ... 2
E_HOMO (alpha / beta) ... -8.65 / -9.75 eV

Atomic partial charges in e from the Mulliken method, atoms 1 to 2: -0.8645 0.5708

---

# 5
ORCA calculation (the ωB97M-V functional and the def2-TZVPD basis) on one molecule with the formula C5H11ClFN in a non-equilibrium geometry.

CARTESIAN COORDINATES (ANGSTROEM)
C1 1.357 -0.949 1.179
C2 1.482 -0.243 -0.178
F1 1.003 -1.044 -1.243
Cl1 3.299 0.079 -0.505
C3 0.731 1.106 -0.270
C4 -0.746 1.105 0.219
C5 -1.803 0.307 -0.595
N1 -1.728 -1.140 -0.276
H1 1.847 -0.339 1.905
H2 0.347 -1.123 1.433
H3 1.916 -1.817 1.246
H4 1.337 1.866 0.264
H5 0.649 1.353 -1.336
H6 -0.738 0.811 1.254
H7 -1.096 2.201 0.167
H8 -1.608 0.464 -1.694
H9 -2.814 0.691 -0.386
H10 -2.513 -1.746 -0.485
H11 -0.923 -1.581 -0.700

## Properties
LUMO ... 0.99 eV
Spin multiplicity ... 1
E_HOMO ... -9.17 eV

Atomic partial charges in e from the Mulliken method, atoms 1 to 2: -1.5370 0.9275

---

# 6
ORCA calculation (the ωB97M-V functional and the def2-TZVPD basis) on C19H43CoOP3S2 as an isolated structure in a non-equilibrium geometry.

CARTESIAN COORDINATES (ANGSTROEM)
Co1 -0.286 0.116 -1.275
P1 -1.472 1.833 -0.499
P2 -1.675 -1.246 0.376
P3 1.508 1.174 -1.642
H1 -0.879 -2.411 -1.998
C1 0.095 -1.901 -2.049
C2 1.011 -1.915 -0.976
H2 0.792 -2.458 -0.061
C3 -2.644 1.967 -1.900
C4 -2.539 1.952 0.991
C5 -0.786 3.531 -0.315
C6 -1.521 -3.079 0.488
C7 -1.847 -0.984 2.202
C8 -3.412 -1.194 -0.225
C9 3.038 0.317 -2.203
C10 2.376 2.382 -0.544
C11 1.000 2.262 -3.050
H3 0.447 -1.736 -3.071
H4 2.071 -1.735 -1.185
H5 -3.253 2.869 -1.774
H6 -3.295 1.084 -1.926
H7 -2.079 2.030 -2.838
H8 -3.125 2.880 0.943
H9 -1.888 1.996 1.873
H10 -3.233 1.115 1.099
H11 -1.616 4.244 -0.207
H12 -0.178 3.840 -1.167
H13 -0.184 3.562 0.603
H14 -2.514 -3.489 0.720
H15 -0.831 -3.344 1.298
H16 -1.161 -3.518 -0.444
H17 -2.900 -1.130 2.489
H18 -1.501 0.009 2.506
H19 -1.236 -1.729 2.730
H20 -3.953 -2.021 0.250
H21 -3.411 -1.347 -1.310
H22 -3.915 -0.252 0.003
H23 3.672 0.986 -2.800
H24 2.819 -0.568 -2.809
H25 3.600 -0.002 -1.315
H26 3.039 3.032 -1.137
H27 2.986 1.837 0.186
H28 1.673 3.012 0.005
H29 1.870 2.489 -3.675
H30 0.560 3.194 -2.692
H31 0.253 1.752 -3.674
C12 1.668 -1.085 -6.505
C13 1.164 -0.537 -7.702
C14 1.359 -1.194 -8.920
C15 2.083 -2.395 -8.965
C16 2.648 -2.906 -7.791
C17 2.459 -2.256 -6.571
S1 1.472 -0.224 -5.000
H32 0.224 -0.506 -4.442
H33 0.650 0.427 -7.637
H34 0.950 -0.762 -9.840
H35 2.203 -2.913 -9.920
H36 3.244 -3.820 -7.833
H37 2.938 -2.614 -5.663
C18 2.418 1.469 3.882
S2 1.838 0.567 2.429
C19 1.572 -1.054 3.181
O1 0.481 1.152 2.107
H38 3.236 0.916 4.350
H39 1.572 1.596 4.568
H40 2.776 2.442 3.528
H41 0.744 -0.982 3.899
H42 1.338 -1.768 2.379
H43 2.498 -1.359 3.682

## Properties
LUMO (alpha / beta) ... -9.48 / -12.82 eV
Charge ... +3
Spin multiplicity ... 5
E_HOMO (alpha / beta) ... -15.77 / -16.36 eV

Atomic partial charges in e from the Mulliken method, atoms 1 to 2: -0.3778 1.2094